ORCA calculation (ωB97M-V/def2-TZVPD) on a cluster of 5 separate species, C52H120F6NOP4 in total at a distorted geometry.

Computed properties:
largest force on an atom: 4.0 eV Å⁻¹
charge: +3
multiplicity: 1
LUMO: -5.1 eV

XYZ file:
```
184
C52H120F6NOP4 ωB97M-V/def2-TZVPD
C 17.38785 9.54996 21.73380
C 18.76139 10.14574 21.43088
C 18.94505 11.55667 22.01681
C 20.33365 12.16655 21.79535
P 20.56138 13.98228 22.28608
C 20.89329 14.25301 24.02183
C 21.94136 13.26215 24.59023
C 21.73827 13.06427 26.12034
C 20.46534 12.29422 26.49227
C 19.04528 14.88978 21.74228
C 19.22076 16.42419 21.78240
C 18.09271 17.24183 21.11843
C 16.63543 17.04966 21.68134
C 22.05343 14.40911 21.33739
C 21.92652 14.47715 19.82642
C 23.31525 14.29864 19.12513
C 24.29071 15.26071 19.60878
H 17.12271 8.61359 21.14528
H 16.59544 10.25156 21.48174
H 17.22873 9.25834 22.73707
H 18.87028 10.34134 20.42925
H 19.60868 9.49073 21.76524
H 18.75491 11.47854 23.12415
H 18.18462 12.18186 21.62959
H 20.34977 12.19218 20.68064
H 21.20432 11.65778 22.16578
H 19.97844 14.21117 24.60106
H 21.32076 15.25118 24.17947
H 22.92562 13.61044 24.28696
H 21.76452 12.31806 24.10979
H 21.76171 14.05584 26.61723
H 22.65480 12.55680 26.48398
H 20.38146 11.40652 25.89650
H 19.56112 12.97494 26.32597
H 20.41222 11.97489 27.53643
H 18.23919 14.41596 22.32835
H 18.98090 14.51722 20.68110
H 20.18149 16.54348 21.26248
H 19.29846 16.76045 22.85494
H 18.11959 17.14896 20.07207
H 18.27220 18.26491 21.42898
H 16.60011 17.16688 22.77914
H 16.24338 16.00517 21.38310
H 15.98920 17.76538 21.17299
H 22.83268 13.69207 21.53325
H 22.50384 15.28673 21.76688
H 21.64152 15.48964 19.63792
H 21.18068 13.78426 19.31680
H 23.04081 14.36595 18.10405
H 23.65336 13.25784 19.29814
H 24.68398 15.10431 20.57672
H 23.86352 16.24586 19.70911
H 25.03237 15.36698 18.86952
C 23.68972 20.52200 11.81384
C 22.20132 20.58756 12.03132
C 21.64684 19.34873 12.79850
C 21.49347 18.20923 11.78567
P 21.15691 16.53429 12.42540
C 22.72511 16.02821 13.21794
C 22.72018 14.75325 13.97937
C 24.00080 14.54148 14.77198
C 24.53239 15.83336 15.33378
C 19.97674 16.69637 13.78776
C 20.44916 17.21576 15.13449
C 19.30561 17.43967 16.08964
C 18.58358 18.71279 15.72447
C 20.54815 15.43883 11.10227
C 19.05504 15.56567 10.86172
C 18.47004 14.52233 9.93314
C 18.43717 13.10346 10.43424
H 24.06352 21.34682 11.15683
H 24.00114 19.55148 11.34678
H 24.30591 20.70746 12.66978
H 21.73644 20.66954 11.02514
H 22.04544 21.54976 12.49580
H 20.64612 19.62450 13.21573
H 22.31961 19.10635 13.62878
H 22.49107 18.07766 11.29241
H 20.84693 18.57997 10.98650
H 22.89824 16.94334 13.76392
H 23.51664 16.13956 12.42172
H 22.69059 13.93193 13.19839
H 21.87080 14.76434 14.60095
H 24.69434 14.07685 14.12145
H 23.80073 13.72796 15.52716
H 25.57174 15.64418 15.65966
H 23.91634 16.25984 16.17626
H 24.74401 16.52668 14.55943
H 19.48159 15.73079 13.81712
H 19.22141 17.43312 13.53511
H 20.97275 18.16117 15.07298
H 21.12322 16.49201 15.49988
H 19.68615 17.52772 17.04033
H 18.58896 16.52251 16.09982
H 18.03335 18.63258 14.76176
H 19.33866 19.47499 15.50631
H 17.92752 18.96682 16.50108
H 20.67641 14.38180 11.31217
H 21.13930 15.75488 10.18928
H 18.79162 16.52564 10.46481
H 18.66864 15.48606 11.85144
H 18.87019 14.66485 8.94095
H 17.40867 14.83456 9.67294
H 17.95100 12.58512 9.61851
H 17.89384 12.88394 11.36085
H 19.38630 12.54942 10.59504
C 16.43847 9.29590 17.09697
C 16.37677 8.76372 15.69235
C 15.15559 9.24015 14.96223
C 15.20116 10.73488 14.65584
P 13.80074 11.18101 13.58341
C 12.34969 10.71271 14.52869
C 12.36383 11.27783 15.92931
C 11.07736 10.92085 16.72482
C 9.86098 11.72519 16.27176
C 13.79475 12.88704 13.06194
C 12.75475 13.26052 12.03552
C 12.99393 14.62882 11.43256
C 14.29461 14.92909 10.66593
C 13.75878 10.22949 12.12865
C 14.87853 10.64612 11.06947
C 14.90692 9.76253 9.68936
C 16.19528 9.72564 8.98694
H 16.39428 10.36228 17.03873
H 17.37358 9.07670 17.62105
H 15.63027 8.87660 17.72050
H 16.28449 7.68058 15.69519
H 17.32148 8.92750 15.22406
H 14.26054 8.90462 15.48029
H 15.39156 8.73779 14.01880
H 16.15901 10.93608 14.21710
H 15.16042 11.30523 15.52352
H 12.27230 9.58146 14.58750
H 11.42066 10.99034 14.03603
H 12.47130 12.38627 15.92623
H 13.20636 10.99245 16.49641
H 11.21306 11.10079 17.79818
H 10.78271 9.89199 16.67444
H 10.02930 12.77939 16.01296
H 9.10962 11.76564 17.00422
H 9.48263 11.24921 15.38999
H 14.76527 13.05398 12.58791
H 13.78570 13.55004 13.98874
H 11.74244 13.32322 12.42638
H 12.81043 12.50656 11.26389
H 12.90150 15.36567 12.26029
H 12.14821 14.78557 10.78886
H 15.18819 14.44803 11.08192
H 14.42930 16.00551 10.57120
H 14.19931 14.51156 9.66931
H 12.73968 10.28554 11.76180
H 13.97714 9.21420 12.37505
H 15.89777 10.51899 11.41637
H 14.80635 11.67509 10.76394
H 14.09800 10.06050 8.96039
H 14.56314 8.72010 9.98792
H 16.07180 9.31445 7.99105
H 16.93602 9.20354 9.55417
H 16.57542 10.76902 8.81349
C 20.51643 8.34659 11.05177
C 21.86703 8.95828 11.12999
C 21.92945 10.23942 10.33294
O 23.19517 10.83181 10.66242
C 23.30430 12.22540 10.33918
N 22.40775 9.21426 12.48840
H 21.68950 9.60306 13.19273
H 22.78364 8.40053 12.99710
H 23.10977 9.96262 12.38916
H 20.52847 7.32874 11.40877
H 20.24292 8.29129 10.01060
H 19.84175 8.91864 11.76337
H 22.60048 8.37532 10.65944
H 21.16198 10.98446 10.68147
H 21.77919 9.97598 9.23220
H 22.58393 12.83139 10.95072
H 23.10056 12.33187 9.26214
H 24.32921 12.45666 10.64295
P 19.93403 11.90309 13.81349
F 18.49571 11.67853 14.51625
F 20.60539 12.46076 15.16770
F 20.41815 10.38390 14.19333
F 21.31882 12.14694 12.92646
F 19.27762 11.22084 12.48382
F 19.49587 13.37689 13.33124
```

---

ORCA calculation (ωB97M-V/def2-TZVPD) on a cluster of 9 separate species, C26H57N13O2P2 in total at a distorted geometry.

Computed properties:
largest force on an atom: 4.2 eV Å⁻¹
structure (SMILES): CN(C)P(=O)(N(C)C)N(C)C.CN(C)P(=O)(N(C)C)N(C)C.CC#N.CC#N.CC#N.CC#N.CC#N.CC#N.CC#N
multiplicity: 1
LUMO: 0.1 eV

XYZ file:
```
100
C26H57N13O2P2 ωB97M-V/def2-TZVPD
O -0.45718 -3.49660 2.17365
P -1.11888 -4.50330 3.04115
N -2.30599 -5.44979 2.19555
C -2.77984 -5.29381 0.80028
C -2.99755 -6.60924 2.87213
N -2.09372 -3.78602 4.24863
C -3.03624 -2.71955 3.86714
C -2.62570 -4.49878 5.39891
N -0.13938 -5.64864 3.81865
C 0.39050 -6.74996 3.00100
C 0.76734 -5.21006 4.88405
H -2.58188 -4.28063 0.45044
H -3.82792 -5.56077 0.66480
H -2.22801 -5.94527 0.12265
H -3.87811 -6.25172 3.40589
H -2.34899 -7.08631 3.60689
H -3.24330 -7.34324 2.10471
H -3.31191 -2.10249 4.72233
H -2.68442 -1.98944 3.13827
H -3.91105 -3.18282 3.41086
H -3.54170 -4.98291 5.06031
H -2.01284 -5.32914 5.74962
H -2.79018 -3.92082 6.30831
H -0.20480 -6.98998 2.12003
H 1.32760 -6.36595 2.59792
H 0.63764 -7.63351 3.58952
H 1.46755 -5.97505 5.21960
H 0.21193 -4.93071 5.77936
H 1.39943 -4.43019 4.45935
O 0.67371 -0.58511 -8.70420
P 0.59986 -0.72214 -7.24413
N 1.97789 -0.10812 -6.38897
C 3.29498 -0.77069 -6.40286
C 2.06622 1.30821 -6.01065
N 0.56170 -2.44713 -6.81525
C 0.03834 -3.50405 -7.68051
C 0.90109 -2.95436 -5.50690
N -0.79378 -0.16256 -6.50083
C -2.05716 -0.27028 -7.22828
C -1.03920 0.00169 -5.02428
H 4.00697 -0.16902 -6.96781
H 3.13628 -1.76034 -6.83121
H 3.67230 -0.95613 -5.39720
H 1.08263 1.68749 -6.28778
H 2.83267 1.80542 -6.60518
H 2.28418 1.37696 -4.94488
H 0.00650 -3.07967 -8.68400
H 0.73856 -4.33802 -7.63247
H -0.96563 -3.71746 -7.31366
H 1.23849 -3.99001 -5.54821
H 1.74676 -2.35483 -5.17003
H 0.01825 -2.95314 -4.86759
H -2.35376 -1.31758 -7.28552
H -2.78820 0.36039 -6.72236
H -1.95587 0.05424 -8.26391
H -0.97103 -0.96069 -4.51706
H -1.97662 0.44654 -4.69043
H -0.22594 0.62895 -4.65924
C -2.16734 8.68441 3.54063
C -2.32310 7.84099 4.75975
N -2.39850 7.19610 5.72227
H -1.15685 9.09189 3.57202
H -2.77508 9.55705 3.77990
H -2.57249 8.26449 2.61997
C 1.36226 2.77991 0.78875
C 0.01475 3.29852 0.61816
N -1.06734 3.66770 0.44559
H 1.60812 2.17190 -0.08187
H 1.40911 2.15547 1.68093
H 2.03220 3.63933 0.81506
C 7.47420 -1.09634 2.45924
C 7.38920 -0.29598 1.19326
N 7.35408 0.34119 0.22297
H 8.25570 -0.66907 3.08757
H 7.74821 -2.15113 2.48015
H 6.48315 -1.07139 2.91233
C 1.54015 1.94752 8.01209
C 1.87672 2.42958 9.33198
N 2.13676 2.72428 10.42339
H 2.44693 2.06109 7.41800
H 0.67774 2.49096 7.62607
H 1.26461 0.89389 8.05744
C 9.47253 5.52650 1.22814
C 8.33939 5.55704 2.18909
N 7.46858 5.56569 2.89973
H 9.06417 5.72754 0.23773
H 10.13793 4.66449 1.18023
H 10.10795 6.35714 1.53535
C -7.91435 4.37032 2.70504
C -8.50424 3.67315 3.83346
N -8.97317 3.11400 4.73270
H -7.26085 3.78729 2.05610
H -7.17280 5.04767 3.12860
H -8.66570 4.90172 2.12092
C -3.89933 7.08258 -5.17047
C -2.57810 7.50238 -5.75937
N -1.62513 7.88083 -6.26658
H -4.53686 6.75651 -5.99226
H -4.14971 7.97964 -4.60418
H -3.75587 6.27165 -4.45639
```

---

Which of these has the highest LUMO? C26H57N13O2P2

---

Which value of multiplicity does entry 1 give? 1